ORCA calculation (wB97M-V/def2-TZVPD) on a structure of composition C28H33IrN8O4S.

Computed properties:
Calculated total energy = -2327.77781 a.u.
Maximum force = 0.9 eV/A
2S+1 = 5
Net charge = +2
Energy above the lowest of the compared OMol25 structures with the same formula, charge and spin = 0.093 eV
HOMO-LUMO gap (alpha / beta) = 0.2220 / 0.2205 Ha
LUMO (alpha / beta) = -6.4 / -7.6 eV
Expectation value of S² = 6.059

Each line ends with the Löwdin spin population.
Atoms and positions in Å:
Ir -0.4054 -0.1733 0.6890  2.266
C -3.8814 0.7079 1.1673  0.005
O -2.6019 1.2136 0.7510  0.091
C -2.3996 2.5336 0.7130  0.076
C -3.3761 3.4939 0.8937  -0.009
C -3.0375 4.8350 0.7558  0.102
C -1.7307 5.2259 0.4398  0.006
C -0.7540 4.2711 0.2987  0.062
C -1.0733 2.9105 0.4558  0.037
N -0.1239 1.9037 0.3258  0.370
N 1.1240 2.3197 0.3589  0.057
C 2.0730 1.7012 -0.3104  0.154
C 1.8227 0.5674 -1.2493  0.082
O 0.6839 0.0879 -1.3767  0.110
C 2.9333 0.0005 -1.9588  0.004
C 4.1719 0.4885 -1.7789  0.044
C 4.4786 1.5688 -0.8529  0.017
C 5.7908 2.0063 -0.6974  0.009
C 6.0950 3.0034 0.2075  0.037
C 5.0809 3.5880 0.9620  -0.001
C 3.7661 3.1841 0.7990  0.042
C 3.4519 2.1667 -0.1039  -0.002
H -4.1067 1.0376 2.1786  0.001
H -3.7982 -0.3702 1.1324  0.000
H -4.6579 1.0377 0.4803  0.001
H -4.3940 3.2121 1.1370  -0.002
H -3.8060 5.5864 0.8943  0.005
H -1.4880 6.2748 0.3156  -0.001
H 0.2710 4.5433 0.0835  0.003
H 2.7342 -0.8201 -2.6402  -0.001
H 4.9963 0.0512 -2.3358  0.002
H 6.5740 1.5584 -1.3027  0.000
H 7.1210 3.3321 0.3288  0.002
H 5.3213 4.3677 1.6748  -0.001
H 2.9715 3.6527 1.3646  0.004
C -2.0379 -4.1542 2.4492  0.002
N -1.6819 -2.7371 2.3256  0.014
C -1.1948 -1.9911 3.2995  0.025
N -1.0341 -2.5348 4.5011  0.009
S -0.7826 -0.3177 3.0663  0.122
H -2.1087 -4.5726 1.4506  0.000
H -2.9946 -4.2880 2.9535  0.001
H -1.2624 -4.6977 2.9880  0.000
H -1.8930 -2.2709 1.4559  0.002
H -1.3636 -3.4603 4.7238  0.001
H -0.6624 -1.9721 5.2451  0.002
N 4.4866 -2.3326 1.8710  0.001
C 3.2721 -2.5748 1.3138  0.002
C 2.2751 -1.5934 1.2616  0.014
N 1.0778 -1.8640 0.7427  0.095
C 0.8334 -3.0893 0.2566  0.013
C 1.8452 -4.0313 0.2970  0.004
N 3.0513 -3.7914 0.8150  0.001
H 4.7312 -1.4415 2.2585  0.000
H 5.1620 -3.0747 1.8871  0.000
H 2.4521 -0.5906 1.6432  0.004
H -0.1409 -3.3096 -0.1622  0.001
H 1.6775 -5.0186 -0.1188  0.001
O -2.0248 -3.4066 -1.2287  0.021
C -1.9877 -2.2035 -1.3819  0.011
O -1.9993 -1.2898 -0.4341  0.085
C -1.9264 -1.6848 -2.8124  0.001
N -1.6080 -0.1926 -2.7834  -0.001
C -2.5573 0.5084 -3.7197  0.000
C -3.8214 -0.3269 -3.5739  0.000
C -3.2872 -1.7678 -3.5413  0.000
H -1.1462 -2.2310 -3.3296  0.000
H -0.6224 0.0054 -2.9177  0.000
H -1.8067 0.0566 -1.8137  0.000
H -2.1550 0.4470 -4.7270  0.000
H -2.6524 1.5519 -3.4331  0.000
H -4.5103 -0.1564 -4.3974  0.000
H -4.3373 -0.0774 -2.6420  0.000
H -3.1411 -2.1319 -4.5549  0.000
H -3.9510 -2.4607 -3.0336  0.000

ORCA calculation (wB97M-V/def2-TZVPD) on a structure of composition C28H34BFN8O4Re.

Computed properties:
Calculated total energy = -2028.96276 a.u.
Maximum force = 0.6 eV/A
2S+1 = 2
Net charge = +2
Energy above the lowest of the compared OMol25 structures with the same formula, charge and spin = 0.000 eV
HOMO-LUMO gap (alpha / beta) = 0.2013 / 0.2086 Ha
LUMO (alpha / beta) = -8.2 / -8.0 eV
Expectation value of S² = 0.756

Each line ends with the Löwdin spin population.
Atoms and positions in Å:
Re -0.2184 0.5072 -0.8694  0.810
C -5.1785 -0.7736 -0.8226  0.002
C -4.0548 0.0163 -1.4308  0.012
C -3.5984 -0.2550 -2.7311  -0.001
C -2.5644 0.4598 -3.2863  0.015
C -1.9194 1.4799 -2.5593  -0.004
C -2.4412 1.8241 -1.2987  -0.002
C -3.4760 1.0727 -0.7386  0.010
H -4.8449 -1.2819 0.0847  0.001
H -5.5665 -1.5207 -1.5118  0.000
H -5.9990 -0.1136 -0.5381  0.001
H -4.0850 -1.0285 -3.3131  0.000
H -2.2661 0.2633 -4.3056  0.001
H -1.2417 2.1603 -3.0686  0.000
H -2.1239 2.7288 -0.8064  0.000
H -3.8578 1.3567 0.2348  0.000
C 3.3390 0.6172 -1.1167  0.001
C 2.6957 -0.4859 -0.3543  0.002
C 3.2824 -1.5443 0.3084  0.001
C 2.2439 -2.3243 0.8129  0.004
C 2.3124 -3.6086 1.5664  0.001
N 1.0842 -1.7432 0.4875  0.000
N 1.3467 -0.5941 -0.2181  -0.004
B -0.3905 -2.2412 0.6143  0.001
N -1.1326 -1.1357 1.3897  0.005
N -0.9231 0.1346 0.9674  0.008
C -1.2394 0.9715 1.9703  0.011
C -0.9717 2.4463 1.8957  0.004
C -1.7070 0.2200 3.0352  0.010
C -1.6244 -1.1116 2.6370  0.020
C -1.9414 -2.3569 3.3958  0.003
N -0.9387 -2.3623 -0.8364  0.008
N -0.6547 -1.3182 -1.6942  0.010
C -0.6059 -1.8323 -2.9557  0.003
C -0.0962 -1.0521 -4.1196  0.001
C -0.9262 -3.1698 -2.9013  -0.001
C -1.1142 -3.4765 -1.5511  -0.001
C -1.4114 -4.7943 -0.9224  0.000
H 4.0848 0.2142 -1.8009  0.000
H 2.6221 1.1938 -1.7025  0.000
H 3.8489 1.3088 -0.4466  0.000
H 4.3365 -1.7483 0.4005  0.000
H 3.3475 -3.8429 1.8002  0.000
H 1.7515 -3.5478 2.4988  0.000
H 1.9007 -4.4303 0.9791  0.000
H -0.4472 -3.2838 1.1891  0.000
H 0.2843 3.8473 0.9584  0.000
H -2.6027 3.5371 2.0377  0.000
H -0.7817 2.7874 2.9142  0.001
H -2.0245 0.5835 3.9993  0.000
H -2.5360 -2.1122 4.2726  0.000
H -2.4983 -3.0652 2.7843  0.001
H -1.0286 -2.8494 3.7342  0.001
H 0.0216 0.0095 -3.8980  0.000
H 0.8853 -1.4408 -4.3956  0.000
H -0.7389 -1.1510 -4.9927  0.000
H -0.9805 -3.8595 -3.7281  0.000
H -1.8146 -5.4760 -1.6674  0.000
H -0.5021 -5.2407 -0.5161  0.000
H -2.1286 -4.6952 -0.1095  0.000
F 4.0439 5.0718 -1.2624  0.000
C 3.9426 4.4396 -0.1008  0.000
C 2.8470 3.7684 0.2192  0.000
N 2.7206 3.0976 1.4369  0.000
C 1.5470 2.3251 1.8124  -0.001
C 0.2897 2.7663 1.0964  0.012
O -2.0643 3.1590 1.3332  0.000
O 0.2444 2.1784 -0.2274  0.052
C 3.7469 3.1011 2.3714  0.000
O 3.6613 2.5052 3.4226  0.000
N 4.8623 3.8155 1.9981  0.000
C 5.0903 4.5201 0.8065  0.000
O 6.1190 5.0957 0.5923  0.000
H 2.0087 3.7360 -0.4637  0.000
H 1.4326 2.4577 2.8865  0.000
H 1.7030 1.2539 1.6420  0.000
H 5.6149 3.8362 2.6755  0.000

ORCA calculation (wB97M-V/def2-TZVPD) on a structure of composition C28H34BiN3O5S6Sb in a non-equilibrium geometry.

Computed properties:
Calculated total energy = -4471.58277 a.u.
Maximum force = 2.7 eV/A
Net charge = +1
Energy above the lowest of the compared OMol25 structures with the same formula, charge and spin = 1.911 eV
HOMO-LUMO gap = 0.2365 Ha
LUMO = -3.3 eV

Each line ends with the Mulliken charge.
Atoms and positions in Å:
Bi 0.7495 0.5009 0.2874  2.284
O 1.3510 -4.7373 -0.3938  -0.492
C 1.0288 -3.4609 -0.3238  0.205
O 1.7584 -2.5637 -0.6995  -0.345
C -0.2998 -3.2002 0.2948  0.015
C -1.0513 -4.1934 0.9141  -0.740
C -2.2226 -3.8123 1.5567  -1.162
C -2.5949 -2.4804 1.5516  -1.092
C -1.8086 -1.5654 0.8437  0.678
N -0.6849 -1.9250 0.2361  0.857
C -2.1434 -0.1271 0.6759  0.535
O -3.4037 0.2721 0.8449  -0.506
O -1.4736 0.5411 -0.1903  -0.855
H 2.2407 -4.8784 -0.7597  0.442
H -0.7121 -5.2174 0.9055  0.632
H -2.8333 -4.5415 2.0668  0.468
H -3.4679 -2.1631 2.1016  0.385
H -3.9094 -0.3370 1.3986  0.340
O 1.3045 2.3437 1.8133  -0.263
N 0.6239 3.4330 1.6210  0.152
C 0.3504 4.2327 2.6631  -0.274
C -0.3311 5.4137 2.5005  -0.773
C -0.7966 5.7663 1.2363  -0.400
C -0.5535 4.9125 0.1802  -0.886
C 0.1792 3.7490 0.3829  0.297
S 0.5809 2.6770 -0.9101  -0.308
H 0.7221 3.8824 3.6138  0.449
H -0.4978 6.0452 3.3590  0.445
H -1.3474 6.6818 1.0938  0.423
H -0.9179 5.1180 -0.8135  0.494
C -2.4959 1.3918 5.5187  -0.778
S -0.7330 1.1888 5.9129  -0.057
C -0.3239 -0.2595 5.0080  0.364
C -0.4905 -0.4988 3.6872  -0.027
S -1.1916 0.6095 2.5370  -0.199
S 0.1506 -2.0375 3.1220  0.284
C 0.7792 -2.6248 4.6520  -0.028
S 1.5112 -4.0720 4.7845  -0.194
S 0.5109 -1.4893 5.9517  -0.151
H -2.8897 2.1193 6.2195  0.414
H -2.9840 0.4353 5.6604  0.259
H -2.6220 1.7472 4.5028  0.223
C 1.1839 2.0755 -4.2977  -1.073
C 0.0575 1.1377 -3.8951  -0.830
Sb 0.6539 -0.4043 -2.4335  0.038
C 2.5502 -1.0638 -3.3690  -0.503
C 2.5807 -1.3028 -4.8673  -1.422
C -0.8483 -1.9047 -3.0052  -0.334
C -0.5984 -2.5491 -4.3540  -1.297
H 0.7925 2.8101 -4.9995  0.389
H 1.9934 1.5419 -4.7896  0.287
H 1.5762 2.6044 -3.4307  0.229
H -0.3472 0.6369 -4.7744  0.564
H -0.7425 1.7013 -3.4161  0.511
H 2.8571 -1.9651 -2.8451  0.543
H 3.2451 -0.2651 -3.1102  0.331
H 2.1892 -2.2797 -5.1249  0.346
H 3.6097 -1.2538 -5.2215  0.386
H 2.0098 -0.5622 -5.4162  0.273
H -1.7972 -1.3647 -2.9861  0.586
H -0.8643 -2.6550 -2.2179  0.095
H -0.3710 -1.7990 -5.1068  0.262
H -1.4764 -3.1065 -4.6747  0.426
H 0.2308 -3.2484 -4.2977  0.277
N 3.3393 0.1441 -0.2739  -0.248
C 3.6170 0.3586 1.0989  -0.521
C 3.2176 -0.5846 2.0399  0.165
C 3.3043 -0.2913 3.3879  -0.467
C 3.7850 0.9394 3.7997  -0.785
C 4.2085 1.8666 2.8628  -0.655
C 4.1365 1.5744 1.5143  -0.524
H 3.8738 0.7548 -0.8834  0.238
H 3.4177 -0.8249 -0.5661  0.175
H 2.8258 -1.5347 1.7063  0.516
H 2.9798 -1.0187 4.1182  0.633
H 3.8095 1.1769 4.8508  0.436
H 4.5789 2.8297 3.1777  0.432
H 4.4554 2.2957 0.7767  0.408